1.
A molecular structure, C19H51HgO7 in a non-equilibrium geometry. Source: the OMol25 dataset; level of theory: ωB97M-V/def2-TZVPD.

XYZ file:
```
78
Properties=species:S:1:pos:R:3
Hg 2.42829 2.68508 -1.22961
C -1.23398 -1.60170 -1.94364
O -0.09358 -1.08966 -1.32372
H -1.92155 -0.81945 -2.26524
H -0.97297 -2.11928 -2.86673
H -1.67938 -2.27975 -1.21565
C -3.62059 5.07519 -3.92675
C -2.35897 4.71693 -4.59186
C -2.26270 5.62995 -5.77691
O -1.35525 4.88029 -3.65988
H -3.76850 4.46168 -3.03803
H -4.49844 4.91238 -4.55202
H -3.52095 6.06155 -3.47368
H -2.47103 3.73617 -5.05410
H -3.13881 5.66673 -6.42436
H -1.48764 5.38275 -6.50236
H -2.04056 6.58575 -5.30236
H -1.27628 5.82725 -3.52334
C 7.25681 1.16512 3.93804
C 7.39069 0.73277 2.48323
C 8.01303 -0.66063 2.51986
O 6.08268 0.68206 1.91763
H 8.24970 1.13126 4.38648
H 6.63865 0.46139 4.49547
H 6.91444 2.19161 4.06918
H 8.03437 1.40216 1.91253
H 8.03264 -1.15025 1.54620
H 7.48995 -1.29608 3.23449
H 9.05558 -0.66639 2.83790
H 5.57210 0.15085 2.53305
C -1.63956 4.15515 4.22640
C -0.12335 4.11420 4.27665
C 0.37416 3.50355 5.60957
O 0.23085 3.22068 3.31997
H -1.96548 4.43124 3.22358
H -2.12734 4.83425 4.92568
H -2.04966 3.16192 4.40918
H 0.36135 5.04758 3.99033
H -0.15000 2.55412 5.71883
H 0.42031 4.17929 6.46359
H 1.39656 3.15881 5.45478
H -0.04604 2.41467 3.76185
C 2.06232 -2.53380 -10.30986
C 1.57477 -1.10850 -10.26909
C 0.45507 -0.89328 -9.25283
O 2.72565 -0.41625 -9.96275
H 2.74832 -2.80451 -9.50723
H 2.49570 -2.80767 -11.27178
H 1.23745 -3.24622 -10.32170
H 1.14457 -0.86262 -11.23995
H -0.46134 -1.46635 -9.39378
H 0.23228 0.16162 -9.09267
H 0.72364 -1.13359 -8.22412
H 2.82502 0.34848 -10.53451
C -6.31972 -2.79009 4.89853
C -7.43265 -2.94723 3.90859
C -6.98324 -2.68509 2.44886
O -8.02134 -4.22778 4.14908
H -6.64604 -2.78791 5.93853
H -5.72308 -1.88742 5.03008
H -5.55260 -3.54411 4.72224
H -8.10221 -2.12382 4.15713
H -6.57589 -3.59026 1.99849
H -6.21983 -1.93270 2.25080
H -7.90300 -2.40432 1.93571
H -7.38325 -4.91902 3.95768
C 1.00666 -4.18211 5.44428
C 1.93915 -4.37461 4.23987
C 1.33705 -5.33151 3.14737
O 2.17101 -3.16532 3.52434
H -0.01267 -4.15761 5.05896
H 1.28714 -3.27192 5.97434
H 1.18981 -5.04885 6.07936
H 2.93444 -4.65091 4.58794
H 1.94417 -5.28210 2.24346
H 0.30881 -5.08086 2.88659
H 1.37770 -6.40237 3.34661
H 1.47632 -3.08082 2.86719
```

**HOMO-LUMO gap**: 1.85 eV
**Total charge**: +1
**LUMO level**: -9.91 eV

Results of the Löwdin charge analysis, in e, for atoms 1 through 2:
1 Hg 0.56
2 C -0.07



2.
A single C5H6O molecule. Source: the OMol25 dataset; level of theory: ωB97M-V/def2-TZVPD.

XYZ file:
```
12
Properties=species:S:1:pos:R:3
C 1.79463 -1.15858 -1.26247
C 0.59563 -1.14797 -1.17404
O -0.71167 -1.14249 -1.08670
C -1.19467 -0.83218 0.19047
C -0.79524 0.21520 0.89656
C 0.00181 1.39676 0.42870
H 2.85116 -1.21232 -1.38244
H -1.94879 -1.54387 0.50826
H -1.14985 0.24474 1.92197
H 0.85341 1.60608 1.08309
H 0.36778 1.30743 -0.59616
H -0.66421 2.26721 0.47276
```

**HOMO-LUMO gap**: 10.15 eV
**Total charge**: 0
**LUMO level**: 0.99 eV

Results of the Löwdin charge analysis, in e, for atoms 1 through 2:
1 C 0.12
2 C -0.26



3.
A molecular structure, C4H3NS2 in a non-equilibrium geometry. Source: the OMol25 dataset; level of theory: ωB97M-V/def2-TZVPD.

XYZ file:
```
10
Properties=species:S:1:pos:R:3
C -1.15074 -0.02296 -0.30111
C -2.00013 -1.23450 -0.21516
C 0.37835 -0.26421 0.26742
C 1.41811 0.82695 0.22005
H 0.58798 -0.91060 1.30298
H 1.24420 1.83890 -0.66903
H 1.97078 1.06933 1.19375
N -2.65832 -2.15513 -0.36617
S -1.67484 1.58025 -0.59753
S 1.88460 -0.72802 -0.83520
```

**HOMO-LUMO gap**: 7.08 eV
**Total charge**: 0
**LUMO level**: -2.19 eV

Results of the Löwdin charge analysis, in e, for atoms 1 through 2:
1 C -0.64
2 C -0.25



4.
A molecular structure, C26H31FeN2O5PS. Source: the OMol25 dataset; level of theory: ωB97M-V/def2-TZVPD.

XYZ file:
```
67
Properties=species:S:1:pos:R:3
Fe 0.03828 0.03003 0.61751
O 0.53909 -1.48878 2.39455
C -0.57479 -1.66294 3.28581
C -1.43595 -0.42232 3.25522
N -1.94832 -0.12221 1.91923
C -2.73222 -1.20718 1.34130
C -1.83627 -2.18254 0.56898
O -2.10706 -3.36676 0.51821
O -0.82078 -1.61490 -0.00582
C -2.56492 1.19939 1.89467
C -1.52016 2.31938 1.77111
O -1.86336 3.46251 2.01063
O -0.36140 1.92399 1.37441
H 0.60749 -2.26743 1.82745
H -0.19770 -1.81848 4.29697
H -1.14389 -2.54716 2.99423
H -0.83608 0.43256 3.57710
H -2.25642 -0.54611 3.97694
H -3.42414 -0.79058 0.60835
H -3.32327 -1.75447 2.08159
H -3.18971 1.39277 2.77250
H -3.20879 1.27643 1.01726
N 0.33849 1.70467 -1.16331
C 1.14370 1.90712 -2.33032
C 1.80373 3.10807 -2.54533
C 2.56208 3.28534 -3.69530
C 2.64355 2.27494 -4.64071
C 1.99789 1.06558 -4.41590
C 1.26806 0.86000 -3.25297
P 0.48249 -0.69769 -2.71626
C 1.91407 -1.47406 -1.85526
C 3.19344 -0.92511 -1.80297
C 4.24558 -1.63275 -1.23127
C 4.03065 -2.89446 -0.69660
C 2.75301 -3.44230 -0.72477
C 1.70385 -2.73858 -1.29671
C 0.45742 -1.69624 -4.25427
C -0.74892 -1.74171 -4.95169
C -0.85481 -2.44606 -6.14306
C 0.24492 -3.12650 -6.64454
C 1.44920 -3.09840 -5.95275
C 1.55568 -2.38629 -4.76701
H -0.64266 1.64111 -1.42621
H 0.39899 2.46939 -0.49562
H 1.70441 3.91279 -1.82472
H 3.07030 4.22692 -3.86044
H 3.21539 2.42368 -5.54782
H 2.08102 0.26363 -5.14049
H 3.38606 0.04761 -2.24009
H 5.23821 -1.19834 -1.21886
H 4.85216 -3.44898 -0.26024
H 2.57419 -4.42837 -0.31380
H 0.71195 -3.17621 -1.32450
H -1.61529 -1.22900 -4.54881
H -1.79940 -2.47376 -6.67156
H 0.16268 -3.68507 -7.56837
H 2.30829 -3.63365 -6.33801
H 2.49899 -2.37240 -4.23317
C 3.43236 1.85434 0.70809
S 2.36356 0.84119 1.74426
C 3.54081 -0.43504 2.22408
H 4.18578 2.34927 1.31875
H 2.81618 2.61544 0.23182
H 3.90889 1.24781 -0.06134
H 4.00491 -0.88728 1.35032
H 2.98044 -1.19165 2.76959
H 4.30075 -0.00676 2.87585
```

**HOMO-LUMO gap (alpha / beta)**: 8.73 / 8.72 eV
**Multiplicity**: 5
**Total charge**: 0
**LUMO level (alpha / beta)**: 0.47 / 0.45 eV

Results of the Löwdin charge analysis, in e, for atoms 1 through 2:
1 Fe 0.77
2 O -0.13



5.
5 unconnected molecules or ions with the total composition C23H41BO4 in a non-equilibrium geometry. Source: the OMol25 dataset; level of theory: ωB97M-V/def2-TZVPD.

XYZ file:
```
69
Properties=species:S:1:pos:R:3
B 4.32468 2.98453 -1.64006
C 5.49723 1.82087 -1.35252
C 5.75650 1.89511 0.29818
C 6.78868 3.08806 0.79032
C 7.06881 3.20905 2.40412
C 6.27662 2.18377 3.41034
C 5.22985 0.99057 2.92866
C 4.97651 0.84866 1.31075
H 3.28238 2.77896 -1.08447
H 4.50324 3.95461 -2.27890
H 5.13832 0.74078 -1.62576
H 6.51173 2.06034 -1.91054
H 7.29073 3.78708 -0.03344
H 7.81332 4.05075 2.75443
H 6.46493 2.28570 4.56155
H 4.65154 0.27289 3.66435
H 4.24575 0.06319 0.80517
C -0.26067 0.44095 0.77576
C -0.32766 -0.44986 1.98931
C 0.52930 -1.62376 1.56833
O 1.52256 -1.11248 0.66880
C 1.16076 0.22657 0.30371
H -0.48610 1.48928 0.98708
H -0.96504 0.08481 0.01460
H 0.12907 0.05743 2.84729
H -1.34420 -0.74108 2.26565
H -0.05933 -2.37143 1.02622
H 1.01738 -2.11206 2.41674
H 1.85335 0.90895 0.80840
H 1.26845 0.35611 -0.77671
C -3.45038 2.96019 4.21502
C -3.51737 2.06938 5.42857
C -2.66041 0.89548 5.00758
O -1.66716 1.40676 4.10805
C -2.02895 2.74581 3.74296
H -3.67581 4.00853 4.42633
H -4.15475 2.60406 3.45385
H -3.06064 2.57667 6.28654
H -4.53391 1.77816 5.70490
H -3.24904 0.14782 4.46547
H -2.17233 0.40718 5.85599
H -1.33636 3.42819 4.24765
H -1.92126 2.87536 2.66254
C -4.30345 -2.96357 -1.71324
C -4.48910 -3.06478 -0.22125
C -3.38362 -2.17090 0.29694
O -3.17658 -1.15061 -0.68961
C -3.88167 -1.52042 -1.88264
H -5.19959 -3.21576 -2.28578
H -3.49312 -3.62976 -2.03245
H -5.46545 -2.65259 0.05969
H -4.42632 -4.08657 0.16153
H -2.44474 -2.72362 0.40817
H -3.63281 -1.70962 1.25693
H -4.75174 -0.86116 -1.97420
H -3.23724 -1.37074 -2.75327
C -0.85221 -1.87550 -6.85653
C -0.04358 -2.91063 -6.11806
C -0.24177 -2.49781 -4.67586
O -1.53892 -1.89173 -4.59099
C -2.02248 -1.66180 -5.92161
H -1.15826 -2.18903 -7.85778
H -0.27337 -0.94879 -6.94872
H -0.47388 -3.90523 -6.28447
H 1.00845 -2.93949 -6.41287
H 0.49739 -1.74923 -4.37150
H -0.18524 -3.34466 -3.98585
H -2.82228 -2.38474 -6.11580
H -2.43869 -0.65320 -5.99359
```

**HOMO-LUMO gap**: 8.25 eV
**Total charge**: 0
**LUMO level**: 0.13 eV

Results of the Löwdin charge analysis, in e, for atoms 1 through 2:
1 B 0.03
2 C -0.22



6.
A molecular structure, C2F5NO3S in a non-equilibrium geometry. Source: the OMol25 dataset; level of theory: ωB97M-V/def2-TZVPD.

XYZ file:
```
12
Properties=species:S:1:pos:R:3
C -0.04927 -0.50525 -0.27500
C 1.58347 0.55704 -0.09529
N 0.13125 -1.62153 0.59545
O -0.37186 -2.71819 0.33989
O -2.49145 0.09988 -0.74540
O -1.84527 0.40265 1.60335
F -0.28613 -0.70307 -1.57172
F 1.32067 1.63772 0.63179
F 2.38199 -0.22628 0.70342
F 2.02929 0.77737 -1.28002
F -0.89231 1.87109 -0.12411
S -1.51037 0.42855 0.21764
```

**HOMO-LUMO gap (alpha / beta)**: 8.73 / 8.73 eV
**Total charge**: 0
**LUMO level (alpha / beta)**: -2.12 / -2.12 eV

Results of the Löwdin charge analysis, in e, for atoms 1 through 2:
1 C -0.39
2 C -0.46



Values of energy relative to the best compared isomer or geometry (same formula, charge and spin), in order: 100.7 71.6 64.0 16.4 193.4 19.9, all in kcal per mole.
Values of energy, in order: -1433.98410 -269.23209 -1005.20388 -3498.40614 -1226.37785 -1254.03545, all in hartree.